No. 1
A cluster of 3 separate species, C4H8O2 in total. Source: the OMol25 dataset; level of theory: ωB97M-V with the def2-TZVPD basis set.

Computed properties:
energy above the lowest of the compared OMol25 structures with the same formula, charge and spin	78.2	kcal/mol
DFT total energy	-8369.889	eV
structure (SMILES)	C=C.C=O.C=O
highest occupied orbital energy	-9.888	eV
spin multiplicity	1

XYZ file:
```
14
C4H8O2, DFT ωB97M-V with the def2-TZVPD basis set
C 1.93749 0.31257 -0.03799
C 1.69171 -0.55262 -1.01539
H 2.32821 0.00072 0.92722
H 1.75005 1.37718 -0.15423
H 1.28370 -0.23792 -1.97173
H 1.87700 -1.61829 -0.89502
C -1.56556 -1.26908 -0.26410
O -1.42054 -0.61097 -1.26396
H -0.75355 -1.40115 0.47638
H -2.53027 -1.75898 -0.03277
C -1.15173 1.44418 1.05225
O -0.25046 1.36354 1.84759
H -2.18475 1.12753 1.30851
H -1.01129 1.82328 0.02323
```

---

No. 2
An isolated molecule of C3H9NS2. Source: the OMol25 dataset; level of theory: ωB97M-V with the def2-TZVPD basis set.

Computed properties:
energy above the lowest of the compared OMol25 structures with the same formula, charge and spin	28.2	kcal/mol
DFT total energy	-26416.453	eV
structure (SMILES)	CSSCCN
highest occupied orbital energy	-8.699	eV
spin multiplicity	1

XYZ file:
```
15
C3H9NS2, DFT ωB97M-V with the def2-TZVPD basis set
C 2.63996 -0.95590 1.32198
S 0.83074 -1.05008 1.03143
S 0.99014 0.60140 -0.64218
C -0.58360 1.24601 -0.14588
C -1.83720 0.37644 -0.33675
N -1.94699 -0.44666 -1.57940
H 3.07148 -0.87107 0.32455
H 2.76292 -0.04000 1.89013
H 3.00443 -1.89624 1.72567
H -0.72023 2.03950 -0.89519
H -0.74927 1.54603 0.89565
H -2.76180 0.95488 -0.34318
H -1.92429 -0.36195 0.47830
H -1.30833 -1.22448 -1.41676
H -1.46796 0.08211 -2.30838
```

---

No. 3
An isolated molecule of C3H6ClNO2. Source: the OMol25 dataset; level of theory: ωB97M-V with the def2-TZVPD basis set.

Computed properties:
energy above the lowest of the compared OMol25 structures with the same formula, charge and spin	87.4	kcal/mol
DFT total energy	-21312.329	eV
structure (SMILES)	CC(C)(Cl)[N+](=O)[O-]
highest occupied orbital energy	-11.016	eV
spin multiplicity	1

XYZ file:
```
13
C3H6ClNO2, DFT ωB97M-V with the def2-TZVPD basis set
C -1.08928 -0.70937 -0.46857
C -0.11482 0.10255 0.31616
C 0.35549 1.37301 -0.37991
Cl -0.63506 0.56161 2.01689
N 1.12135 -0.88243 0.50375
O 2.18190 -0.49168 0.94468
O 0.96519 -2.00714 0.20711
H -1.09713 -1.67083 0.18444
H -0.90479 -0.90545 -1.52951
H -2.09497 -0.13962 -0.29461
H 0.95814 0.97957 -1.23731
H 1.00670 1.88027 0.38866
H -0.65269 1.90950 -0.65180
```

---

No. 4
A structure of composition C24H18CsF9N5O. Source: the OMol25 dataset; level of theory: ωB97M-V with the def2-TZVPD basis set.

Computed properties:
energy above the lowest of the compared OMol25 structures with the same formula, charge and spin	0.7	kcal/mol
DFT total energy	-59687.242	eV
charge	-1
highest occupied orbital energy	-4.058	eV
spin multiplicity	1

XYZ file:
```
58
C24H18CsF9N5O, DFT ωB97M-V with the def2-TZVPD basis set
Cs 0.26435 0.00253 -0.19539
C -3.72814 5.59427 -3.51353
C -2.74442 4.99025 -2.54465
C -1.46750 5.52367 -2.36312
C -0.55732 4.96994 -1.48392
C -0.85643 3.81443 -0.72283
N 0.04525 3.14552 0.04252
C 0.90415 3.85079 0.82835
C 0.55708 5.04184 1.50770
C 1.40141 5.63603 2.42684
C 2.65406 5.10455 2.72964
C 3.57249 5.75725 3.73060
C 3.03659 3.96347 2.04033
C 2.20084 3.36777 1.11176
N 2.68666 2.24106 0.38244
C 2.81643 2.17613 -0.96151
C 3.42719 0.97753 -1.24773
C 3.62525 0.37605 0.01158
N 3.17632 1.14879 0.99421
C -2.17345 3.33014 -0.88284
C -3.07628 3.88752 -1.77335
N -2.61925 2.26240 -0.04253
C -3.02403 2.40201 1.23396
C -3.40037 1.15292 1.67796
C -3.17923 0.31636 0.57114
N -2.69534 0.99002 -0.46658
H -3.25092 6.36750 -4.11652
H -4.57630 6.05317 -2.99845
H -4.13151 4.84130 -4.19386
H -1.17276 6.39427 -2.94143
H 0.42886 5.40924 -1.39082
H -0.42078 5.47248 1.32926
H 1.06811 6.53306 2.94015
H 3.02762 6.47344 4.34699
H 4.38612 6.29786 3.23860
H 4.02900 5.02079 4.39448
H 4.00712 3.50937 2.20988
H 2.45342 2.97569 -1.58420
H 3.67389 0.58057 -2.21741
H 4.03332 -0.59535 0.24148
H -4.06246 3.43908 -1.84334
H -3.00698 3.36972 1.70515
H -3.77914 0.88989 2.65024
H -3.34249 -0.74729 0.48678
F 1.34158 -4.72536 -3.66037
C 1.36567 -3.57042 -2.96082
F 0.58190 -2.70408 -3.61184
F 2.62259 -3.09276 -3.04217
C 0.92368 -3.70815 -1.46105
O 0.66376 -2.53231 -0.93467
C 2.08689 -4.42990 -0.68816
F 1.64605 -4.91420 0.48792
F 3.07576 -3.57278 -0.40900
F 2.64390 -5.46632 -1.35074
C -0.33643 -4.64134 -1.41256
F -0.94786 -4.55731 -0.22617
F -0.06764 -5.94999 -1.62237
F -1.23713 -4.27665 -2.34337
```

---

Number 1: gap between HOMO and LUMO 10.4 eV. Number 2: gap between HOMO and LUMO 8.1 eV. Number 3: gap between HOMO and LUMO 11.2 eV. Number 4: gap between HOMO and LUMO 6.3 eV.